<1>
Computed, not measured: the ion C3H10N with charge +1, with wB97M-V/def2-TZVPD.

Calculated values
* Kohn-Sham gap: 0.4638 Eh
* LUMO: -3.82 eV
* SMILES string: CCC[NH3+]
* total charge: +1
* HOMO: -16.4 eV

Last column: Löwdin charge in e.
Atoms and positions in Å:
C -1.609 0.806 -0.833  -0.083
C -0.495 0.595 0.209  -0.246
C 0.405 -0.544 -0.256  -0.136
N 1.524 -0.753 0.792  0.206
H -1.984 1.823 -0.770  0.085
H -2.419 0.095 -0.700  0.085
H -1.230 0.710 -1.853  0.082
H -1.032 0.368 1.130  0.120
H 0.126 1.490 0.302  0.119
H 0.843 -0.429 -1.240  0.134
H -0.227 -1.434 -0.230  0.137
H 1.800 -1.725 0.895  0.169
H 1.140 -0.379 1.659  0.161
H 2.332 -0.197 0.538  0.166



<2>
Computed, not measured: a cluster of 2 separate species, C3H10N in total, with wB97M-V/def2-TZVPD.

Calculated values
* Kohn-Sham gap: 0.3493 Eh
* LUMO: -4.05 eV
* total charge: +1
* HOMO: -13.6 eV

Last column: Löwdin charge in e.
Atoms and positions in Å:
N 0.401 -2.018 -0.671  0.311
H 0.304 -1.170 -1.234  0.136
H 1.381 -2.302 -0.591  0.162
H -0.094 -2.762 -1.160  0.157
H 0.045 -1.718 0.261  0.100
C 0.037 1.783 -0.555  -0.093
C -0.579 1.128 0.633  -0.199
C -0.181 0.071 1.371  -0.077
H -0.737 1.913 -1.317  0.086
H 0.815 1.199 -1.053  0.068
H 0.283 2.818 -0.303  0.094
H -1.577 1.515 0.851  0.112
H -0.925 -0.416 1.995  0.061
H 0.829 -0.042 1.772  0.081



<3>
Computed, not measured: a cluster of 2 separate species, C3H10N in total, with wB97M-V/def2-TZVPD.

Calculated values
* Kohn-Sham gap: 0.4069 Eh
* LUMO: -5.54 eV
* total charge: +1
* HOMO: -16.6 eV

Last column: Löwdin charge in e.
Atoms and positions in Å:
C -2.155 -0.966 -2.278  -0.047
H -2.997 -1.537 -2.645  0.027
H -2.126 0.024 -2.734  0.021
H -2.180 -0.859 -1.189  0.000
H -1.195 -1.432 -2.493  0.014
C 1.776 -0.192 1.473  0.025
C -0.015 1.239 0.635  0.189
N 0.699 0.193 0.531  0.018
H 2.094 -1.188 1.221  0.103
H 2.568 0.532 1.295  0.113
H 1.439 -0.101 2.501  0.111
H 0.078 1.883 1.501  0.136
H -0.776 1.408 -0.116  0.125
H 0.370 -0.472 -0.160  0.164



<4>
Computed, not measured: a cluster of 3 separate species, C3H10N in total, with wB97M-V/def2-TZVPD.

Calculated values
* Kohn-Sham gap: 0.2076 Eh
* LUMO: -7.47 eV
* total charge: +1
* HOMO: -13.1 eV

Last column: Löwdin charge in e.
Atoms and positions in Å:
C -1.391 1.000 0.639  -0.233
C -0.502 1.474 -0.413  0.073
N 0.416 -1.270 0.413  0.059
C 1.527 -1.538 -0.444  -0.208
H -2.557 1.188 0.532  0.179
H -1.080 0.004 0.875  -0.001
H -1.549 1.577 1.601  0.158
H -0.936 1.520 -1.428  0.099
H 0.646 1.739 -0.519  0.139
H 0.156 0.875 1.099  0.342
H -0.344 -1.667 -0.190  0.079
H 1.925 -2.564 -0.599  0.113
H 2.525 -1.088 -0.116  0.110
H 1.164 -1.249 -1.451  0.093



On energetic grounds, <1> is preferred over the next structure by 24.5 kcal/mol.



<1>
Computed, not measured: the ion C5H11N2 with charge +1, with wB97M-V/def2-TZVPD.

Calculated values
* Kohn-Sham gap: 0.3362 Eh
* LUMO: -3.50 eV
* SMILES string: C=CN1C[C@H]1[NH2+]C
* total charge: +1
* HOMO: -12.7 eV

Last column: Löwdin charge in e.
Atoms and positions in Å:
C 3.091 -0.977 0.723  0.085
C 2.411 0.112 0.282  -0.221
N 1.069 0.371 0.608  0.022
C 0.085 -0.770 0.635  -0.121
C -0.241 0.072 -0.526  -0.132
N -1.326 1.018 -0.418  0.017
C -2.649 0.409 -0.599  0.017
H 4.100 -0.961 0.535  0.042
H 2.419 -1.789 0.924  0.053
H 2.866 1.106 0.040  0.123
H -0.727 -0.742 1.485  0.164
H 0.458 -1.697 0.467  0.070
H -0.048 -0.156 -1.618  0.183
H -1.466 1.440 0.443  0.149
H -1.139 1.687 -1.196  0.210
H -2.680 0.073 -1.600  0.100
H -2.818 -0.376 0.092  0.095
H -3.405 1.181 -0.277  0.143



<2>
Computed, not measured: a cluster of 2 separate species, C5H11N2 in total, with wB97M-V/def2-TZVPD.

Calculated values
* Kohn-Sham gap: 0.3759 Eh
* LUMO: -3.55 eV
* total charge: +1
* HOMO: -13.8 eV

Last column: Löwdin charge in e.
Atoms and positions in Å:
C 1.882 2.488 0.478  0.001
C 0.945 1.744 0.529  -0.047
C -1.704 0.759 -1.465  -0.086
C 1.238 -1.748 0.473  0.035
C -0.545 0.313 0.531  -0.089
N -0.778 -0.053 -0.769  -0.086
N 0.363 -0.758 1.226  0.049
H 2.582 3.319 0.646  0.047
H -1.929 0.299 -2.526  0.149
H -2.622 0.725 -1.016  0.051
H -1.339 1.845 -1.420  0.122
H 1.710 -1.180 -0.251  0.060
H 1.993 -2.247 1.167  0.143
H 0.601 -2.531 0.015  0.119
H -1.190 0.750 1.223  0.128
H 0.091 -0.327 -1.277  0.156
H -0.162 -1.319 1.793  0.125
H 0.879 -0.129 1.797  0.124



On energetic grounds, <1> is preferred over the next structure by 30.8 kcal/mol.



<1>
Computed, not measured: a cluster of 2 separate species, C5H11N2 in total, with wB97M-V/def2-TZVPD.

Calculated values
* Kohn-Sham gap: 0.3077 Eh
* LUMO: -3.89 eV
* total charge: +1
* HOMO: -12.3 eV

Last column: Löwdin charge in e.
Atoms and positions in Å:
C 0.116 -1.455 0.823  -0.272
C 0.402 -1.387 -0.482  -0.030
C 1.559 -2.891 1.790  -0.016
N 1.018 -1.747 1.869  -0.008
H -0.917 -1.295 1.127  0.102
H 1.391 -1.236 -0.892  0.066
H -0.416 -1.356 -1.199  0.059
H 2.233 -3.189 2.582  0.076
H 1.336 -3.635 1.023  0.089
C -0.620 1.590 -0.353  -0.138
C 0.596 1.927 -0.738  0.094
N -1.788 2.339 -0.887  0.203
H -0.900 0.719 0.208  0.080
H 1.434 1.254 -0.650  0.080
H 0.791 2.895 -1.193  0.088
H -1.512 3.187 -1.386  0.172
H -2.288 1.701 -1.512  0.179
H -2.436 2.581 -0.131  0.178



<2>
Computed, not measured: the ion C5H11N2 with charge +1, with wB97M-V/def2-TZVPD.

Calculated values
* Kohn-Sham gap: 0.3598 Eh
* LUMO: -3.37 eV
* SMILES string: C=NC(=C)CC[NH3+]
* total charge: +1
* HOMO: -13.2 eV

Last column: Löwdin charge in e.
Atoms and positions in Å:
C -2.232 -0.461 -0.552  0.008
N -1.240 0.033 0.057  -0.012
C -0.101 -0.819 0.269  -0.364
C -0.269 -2.082 0.641  0.092
C 1.111 -0.336 -0.495  -0.132
C 1.696 0.970 0.041  -0.125
N 0.608 2.031 0.156  0.180
H -2.223 -1.434 -1.046  0.097
H -3.206 -0.011 -0.370  0.089
H 0.577 -2.746 0.798  0.079
H -1.177 -2.632 0.843  0.080
H 1.859 -1.129 -0.476  0.129
H 0.935 -0.176 -1.563  0.132
H 2.173 0.840 1.010  0.136
H 2.422 1.424 -0.630  0.130
H 0.948 2.899 0.579  0.174
H 0.212 2.174 -0.770  0.165
H -0.038 1.731 0.889  0.141



On energetic grounds, <2> is preferred over the next structure by 32.0 kcal/mol.